24
Properties=species:S:1:pos:R:3:forces:R:3 method="wB97M-V/def2-TZVPD" fmax_ev_per_a=1.709 total_energy_ha=-493.24807 charge=+1 orbital_gap_ev=7.728 homo_energy_ha=-0.4808 lumo_energy_ev=-5.36 de_lowest_kj_mol=263.34
H 1.25936 1.30387 0.42048 -0.007 -0.028 -0.136
H -2.22463 2.62622 0.82865 -0.043 0.026 0.196
N 0.51865 -0.58072 0.94261 0.093 -0.093 0.535
H -1.32945 -1.22856 1.60791 0.004 0.103 -0.183
N -1.64144 1.54572 -0.81789 0.357 -0.103 -1.668
H -3.49502 -0.32910 -0.02887 -0.062 -0.079 -0.044
C 2.61842 -0.20777 -0.23631 0.011 0.127 0.039
N -2.93632 -1.14816 -0.24170 -0.292 0.089 -0.208
H 4.66440 0.18989 -0.45967 0.172 -0.118 -0.070
H 0.64641 0.32064 -0.92225 0.509 0.028 0.135
H -0.94774 0.36924 -2.34206 0.226 0.003 -0.126
C -0.89083 -0.50432 0.91193 0.366 -0.885 -0.542
C 3.68392 0.57573 -0.24499 -0.106 -0.123 0.013
H -1.06560 -1.70929 -0.92230 0.059 0.178 0.139
H 3.61851 1.63136 -0.04062 -0.070 0.215 0.075
N -1.32234 0.81940 1.34236 -0.364 0.574 -0.323
C -1.78912 1.70228 0.47412 0.399 -0.404 1.448
C 1.23687 0.27691 0.04013 -0.207 0.264 -0.373
C -1.55084 -0.82625 -0.49744 0.560 0.053 0.715
H -1.15156 1.06769 2.30770 -0.166 0.071 0.040
C -1.28022 0.39764 -1.31430 -1.349 0.242 0.308
H -3.36022 -1.62777 -1.02592 -0.050 0.030 0.007
H 2.70663 -1.26330 -0.45334 0.091 -0.182 -0.068
H 0.89598 -1.51536 1.01485 -0.132 0.015 0.092